# C20H22Cl5Ru

C20H22Cl5Ru as an isolated structure in a non-equilibrium geometry (ωB97M-V/def2-TZVPD, the Open Molecules 2025 dataset).

```
! wB97M-V def2-TZVPD RIJCOSX def2/J DEFGRID3
* xyz 0 2
Ru -0.045 0.589 0.490
C -2.623 0.226 2.615
C -1.680 1.100 1.846
C -0.446 1.506 2.425
C 0.411 2.434 1.800
C 1.665 2.903 2.472
C 0.049 2.863 0.514
C -1.178 2.491 -0.113
C -1.532 3.079 -1.448
C -2.036 1.618 0.564
H -3.286 0.854 3.215
H -2.079 -0.436 3.288
H -3.228 -0.383 1.949
H -0.161 1.091 3.384
H 1.451 3.773 3.097
H 2.419 3.185 1.739
H 2.083 2.121 3.102
H 0.736 3.490 -0.041
H -0.641 3.234 -2.056
H -2.007 4.051 -1.301
H -2.225 2.451 -2.004
H -2.948 1.268 0.097
Cl 3.577 0.513 1.038
C 2.628 -0.940 0.797
C 1.285 -0.874 0.854
C 0.447 -2.069 0.582
Cl -2.248 -1.986 0.057
C 1.187 -3.302 0.175
Cl 0.256 -4.745 0.002
C 2.543 -3.311 0.111
Cl 3.389 -4.754 -0.313
C 3.306 -2.136 0.416
Cl 5.012 -2.161 0.249
C -0.128 -2.509 -2.524
C -0.357 -1.189 -1.782
C 0.878 -0.289 -1.967
C -1.558 -0.505 -2.447
C -0.599 -1.313 -0.261
H -0.116 -2.311 -3.600
H -0.930 -3.219 -2.320
H 0.821 -2.976 -2.266
H 0.990 -0.015 -3.019
H 1.795 -0.770 -1.641
H 0.786 0.683 -1.423
H -1.287 -0.187 -3.457
H -1.879 0.365 -1.880
H -2.404 -1.186 -2.521
H -0.095 -2.324 1.506
*
```

Energy above the lowest of the compared OMol25 structures with the same formula, charge and spin = 1.236 eV
HOMO energy (alpha / beta) = -6.59 / -8.33 eV
Max |F| = 1.16 eV Å⁻¹
E = -3171.08624 a.u.
<S²> = 0.795

Mulliken atomic charge list, values in e, 6 entries: -0.236, -1.853, 1.053, -0.956, 1.096, -1.902

=====

# C20H22F2NO

An isolated ion of composition C20H22F2NO and charge +1 in a non-equilibrium geometry (ωB97M-V/def2-TZVPD, the Open Molecules 2025 dataset).

```
! wB97M-V def2-TZVPD RIJCOSX def2/J DEFGRID3
* xyz 1 1
C -2.809 -1.208 0.740
N -1.805 -0.148 0.265
C -0.413 -0.683 0.454
C 0.727 0.280 0.154
C 1.429 1.085 1.002
C 2.748 1.736 0.799
C 3.212 2.726 1.708
C 4.450 3.346 1.575
C 5.322 2.995 0.542
C 4.889 2.002 -0.334
F 5.729 1.654 -1.367
C 3.650 1.363 -0.239
C -0.264 -2.018 -0.324
C -0.539 -3.232 0.321
C -0.581 -4.435 -0.383
C -0.234 -4.466 -1.743
C 0.149 -3.269 -2.330
F 0.511 -3.277 -3.656
C 0.205 -2.050 -1.640
C -2.050 0.994 1.300
C -3.061 2.027 0.821
O -2.881 2.361 -0.560
C -3.122 1.265 -1.451
C -2.155 0.101 -1.201
H -3.005 -1.969 -0.030
H -2.467 -1.672 1.672
H -3.724 -0.642 0.958
H -0.314 -0.931 1.518
H 1.163 0.140 -0.846
H 0.997 1.281 2.003
H 2.565 3.002 2.540
H 4.762 4.105 2.293
H 6.288 3.477 0.409
H 3.376 0.596 -0.967
H -0.775 -3.223 1.393
H -0.844 -5.362 0.144
H -0.270 -5.388 -2.315
H 0.568 -1.176 -2.164
H -2.447 0.504 2.206
H -1.083 1.433 1.544
H -4.096 1.675 1.031
H -2.849 2.976 1.346
H -4.174 0.906 -1.403
H -2.918 1.689 -2.454
H -1.231 0.260 -1.752
H -2.628 -0.827 -1.575
*
```

Energy above the lowest of the compared OMol25 structures with the same formula, charge and spin = 0.536 eV
HOMO energy = -11.61 eV
Max |F| = 2.16 eV Å⁻¹
E = -1104.73634 a.u.

Mulliken atomic charge list, values in e, 6 entries: -1.116, 0.469, -0.165, -0.207, -0.359, 0.580

=====

# C20H22IrN3O8S3

C20H22IrN3O8S3 as an isolated structure in a non-equilibrium geometry (ωB97M-V/def2-TZVPD, the Open Molecules 2025 dataset).

```
! wB97M-V def2-TZVPD RIJCOSX def2/J DEFGRID3
* xyz 2 1
Ir -0.592 -0.701 0.280
C -0.045 -3.052 2.438
C -1.024 -3.863 1.605
S -1.672 -3.071 0.071
C -3.449 -2.843 0.521
C -4.014 -1.446 0.340
S -3.024 -0.024 0.938
C -2.959 -0.157 2.768
C -2.170 -1.308 3.364
S -0.421 -1.295 2.786
H 0.915 -2.982 1.927
H 0.108 -3.553 3.395
H -1.880 -4.198 2.184
H -0.493 -4.753 1.259
H -3.581 -3.197 1.539
H -4.004 -3.515 -0.137
H -4.991 -1.390 0.829
H -4.147 -1.220 -0.718
H -3.986 -0.182 3.131
H -2.510 0.795 3.058
H -2.621 -2.271 3.149
H -2.132 -1.183 4.449
C 2.797 -1.508 -1.751
C 2.537 -1.069 -0.343
O 1.557 -1.499 0.272
C 3.455 -0.093 0.253
C 3.020 0.645 1.366
C 3.854 1.585 1.937
C 5.117 1.818 1.404
C 5.563 1.077 0.318
C 4.732 0.142 -0.270
H 1.934 -2.060 -2.118
H 3.675 -2.152 -1.795
H 2.984 -0.647 -2.390
H 2.027 0.471 1.757
H 3.521 2.139 2.802
H 5.752 2.580 1.833
H 6.550 1.247 -0.085
H 5.094 -0.416 -1.119
O -1.296 5.708 -3.564
N -1.352 4.618 -4.064
O -1.618 4.336 -5.200
C -1.050 3.485 -3.176
C -0.766 3.733 -1.835
C -0.406 2.678 -1.018
C -0.193 1.376 -1.582
O 0.549 0.514 -1.045
C -0.832 1.135 -2.849
C -1.179 2.185 -3.673
N -1.172 -0.224 -3.121
O -1.320 -0.607 -4.242
O -1.371 -0.941 -2.124
N -0.339 2.790 0.397
O -0.430 1.736 1.050
O -0.279 3.870 0.910
H -0.855 4.738 -1.441
H -1.572 2.022 -4.671
*
```

HOMO energy (alpha / beta) = -14.47 / -14.47 eV
Max |F| = 4.59 eV Å⁻¹
E = -2839.48445 a.u.

Mulliken atomic charge list, values in e, 6 entries: 1.794, -0.638, -0.816, 0.122, -0.691, -0.819

=====

# C20H22N2O2S

One molecule with the formula C20H22N2O2S (ωB97M-V/def2-TZVPD, the Open Molecules 2025 dataset).

```
! wB97M-V def2-TZVPD RIJCOSX def2/J DEFGRID3
* xyz 0 1
C 3.108 1.028 1.858
C 2.256 -0.007 1.119
C 1.936 0.453 -0.278
C 2.688 -0.030 -1.339
C 2.463 0.384 -2.639
C 1.475 1.316 -2.895
C 0.711 1.817 -1.858
C 0.925 1.386 -0.553
N 0.127 1.845 0.510
C -1.088 2.441 0.454
O -1.617 2.870 -0.554
C -1.823 2.435 1.789
C -2.709 1.173 1.801
C -1.784 -0.021 1.616
O -0.849 -0.165 2.386
N -1.970 -0.853 0.556
C -3.055 -0.798 -0.403
C -2.640 -0.040 -1.653
S -1.287 -0.936 -2.493
C -0.534 -1.819 -1.167
C 0.515 -2.662 -1.523
C 1.163 -3.423 -0.574
C 0.753 -3.369 0.748
C -0.290 -2.539 1.113
C -0.927 -1.740 0.171
H 2.603 1.990 1.916
H 3.321 0.689 2.869
H 4.052 1.178 1.337
H 2.813 -0.944 1.057
H 1.347 -0.219 1.687
H 3.463 -0.756 -1.136
H 3.059 -0.017 -3.445
H 1.290 1.654 -3.903
H -0.063 2.539 -2.057
H 0.402 1.482 1.413
H -1.130 2.409 2.629
H -2.453 3.322 1.857
H -3.199 1.083 2.772
H -3.463 1.271 1.025
H -3.307 -1.831 -0.670
H -3.940 -0.346 0.045
H -2.300 0.970 -1.425
H -3.457 0.010 -2.372
H 0.810 -2.698 -2.561
H 1.980 -4.064 -0.867
H 1.239 -3.975 1.497
H -0.614 -2.494 2.140
*
```

Energy above the lowest of the compared OMol25 structures with the same formula, charge and spin = 0.068 eV
HOMO energy = -7.86 eV
Max |F| = 0.61 eV Å⁻¹
E = -1433.56297 a.u.

Mulliken atomic charge list, values in e, 6 entries: -1.425, -1.186, 1.363, -0.482, -0.722, -0.624